# 1
Density functional theory data (ωB97M-V/def2-TZVPD) for a cluster of 5 separate species, C23H39N4O9 in total in a non-equilibrium geometry.

Atoms and positions in Å:
O 0.064 5.086 -2.845
O 4.875 7.269 -2.116
O -5.719 -5.091 1.580
O -4.382 -6.886 1.701
O 3.885 9.183 -1.479
O -0.377 6.108 -4.785
O -0.485 -3.520 1.466
O 0.264 -4.724 6.285
O 2.181 -5.659 6.970
N -1.479 1.335 -0.627
N -1.439 -2.358 -0.304
N 0.312 0.280 -1.604
N -0.921 1.828 -2.871
C 1.403 6.715 -1.793
C 0.568 5.466 -1.546
C 6.202 6.709 -2.040
C -2.811 -3.883 1.073
C -2.105 -0.018 -0.306
C -0.770 -2.922 -1.469
C 0.342 -0.496 -0.345
C -4.166 -8.085 0.930
C -0.691 1.150 -1.712
C -5.398 -6.168 1.170
C -0.243 -4.146 5.072
C -1.016 -1.012 0.109
C 6.287 8.929 -1.222
C 7.141 7.906 -1.968
C -1.470 -3.288 0.800
C -5.482 -8.335 0.205
C 1.563 -5.086 6.127
C 4.878 8.532 -1.612
C 2.040 -4.677 4.745
C 0.070 6.169 -3.683
C 0.984 -3.661 4.314
C 0.673 7.359 -2.971
C -6.000 -6.913 -0.005
H -0.137 8.013 -2.647
H -3.891 -8.890 1.606
H -2.849 0.090 0.468
H 2.044 -5.562 4.106
H -2.550 -0.383 -1.230
H -0.932 -3.344 5.328
H 3.040 -4.256 4.795
H -2.222 1.962 -0.904
H 2.411 6.438 -2.100
H 8.088 7.677 -1.484
H -3.339 -7.905 0.240
H 7.356 8.268 -2.973
H -0.283 5.659 -0.888
H 6.385 8.835 -0.140
H -5.363 -8.909 -0.711
H 6.372 6.093 -2.919
H -3.478 -3.041 1.246
H -0.930 2.838 -2.919
H 1.341 7.901 -3.632
H 1.485 7.357 -0.920
H -0.790 -4.917 4.524
H 1.152 4.643 -1.136
H -3.179 -4.370 0.175
H -1.243 -3.870 -1.707
H -0.958 -1.024 1.195
H 0.829 -3.605 3.242
H 1.268 -2.668 4.669
H -2.801 -4.538 1.931
H 6.492 9.951 -1.525
H 0.443 -0.277 -2.445
H -5.622 -6.470 -0.928
H -0.881 -2.278 -2.337
H 1.122 -1.244 -0.360
H 0.650 0.234 0.398
H -6.164 -8.882 0.857
H -7.084 -6.850 0.018
H 6.259 6.081 -1.149
H -1.100 1.303 -3.708
H 0.280 -3.158 -1.282

Calculated values
- E_HOMO (Eh) = -0.4208
- gap between HOMO and LUMO (eV) = 7.878
- total charge = +1

# 2
Density functional theory data (ωB97M-V/def2-TZVPD) for a structure of composition CH3Cl2O3P in a non-equilibrium geometry.

Atoms and positions in Å:
Cl -0.855 2.156 0.151
Cl -0.339 -0.126 1.539
P 0.345 -0.337 -0.316
O 1.025 -1.775 0.011
O 1.714 0.459 -0.646
O -0.697 -0.452 -1.310
C -1.825 0.946 1.026
H -2.070 0.435 0.138
H 1.902 1.185 -0.016
H 0.799 -2.490 -0.578

Calculated values
- E_HOMO (Eh) = -0.3257
- gap between HOMO and LUMO (eV) = 8.917
- relative energy (zero: lowest compared OMol25 entry of this formula, charge and spin) (kcal per mole) = 64.5